DFT (wB97M-V/def2-TZVPD) results for a 4-piece molecular cluster, C12H36N3O4 overall in a non-equilibrium geometry.

Properties
Largest force on an atom ... 2.584 eV/Å
Calculated total energy ... -943.7736 a.u.
M ... 286.4 g mol⁻¹
Relative energy (zero: lowest compared OMol25 entry of this formula, charge and spin) ... 1.7 kcal per mole
Orbital gap ... 10.00 eV
Total charge ... +1
LUMO ... -2.173 eV
Highest occupied orbital energy ... -12.17 eV

Bonds (Å) are listed after each position.
Cartesian coordinates (Å):
1 O 0.791 0.438 -0.271  H2 1.051, H3 1.038, H4 1.020
2 H 1.218 -0.292 -0.894  O1 1.051
3 H -0.236 0.542 -0.382  O1 1.038
4 H 1.284 1.321 -0.404  O1 1.020
5 C 1.173 -3.340 -3.325  C6 1.548, H11 1.092, H12 1.094, H13 1.092
6 C 0.708 -2.489 -2.118  C5 1.548, C7 1.515, N10 1.514, H14 1.086
7 C 0.745 -3.334 -0.861  C6 1.515, O8 1.417, H15 1.098, H16 1.095
8 O -0.010 -2.715 0.165  C7 1.417, C9 1.429
9 C -0.112 -3.601 1.282  O8 1.429, H17 1.093, H18 1.092, H19 1.088
10 N 1.747 -1.392 -2.028  C6 1.514, H20 1.015, H21 1.018
11 H 2.252 -3.488 -3.405  C5 1.092
12 H 0.957 -2.871 -4.288  C5 1.094
13 H 0.687 -4.318 -3.326  C5 1.092
14 H -0.273 -2.073 -2.328  C6 1.086
15 H 1.771 -3.501 -0.507  C7 1.098
16 H 0.358 -4.336 -1.075  C7 1.095
17 H 0.874 -4.037 1.460  C9 1.093
18 H -0.859 -4.383 1.130  C9 1.092
19 H -0.406 -3.018 2.152  C9 1.088
20 H 2.016 -1.073 -2.953  N10 1.015
21 H 2.578 -1.900 -1.730  N10 1.018
22 C 0.806 3.812 1.410  C23 1.525, H28 1.094, H29 1.086, H30 1.096
23 C 2.144 3.707 0.686  C22 1.525, C24 1.531, N27 1.472, H31 1.093
24 C 3.208 3.065 1.580  C23 1.531, O25 1.398, H32 1.100, H33 1.097
25 O 3.465 3.977 2.609  C24 1.398, C26 1.415
26 C 4.414 3.573 3.578  O25 1.415, H34 1.093, H35 1.092, H36 1.088
27 N 1.964 2.898 -0.531  C23 1.472, H37 1.024, H38 1.020
28 H 0.941 4.353 2.351  C22 1.094
29 H 0.304 2.871 1.619  C22 1.086
30 H 0.213 4.568 0.884  C22 1.096
31 H 2.499 4.704 0.412  C23 1.093
32 H 4.113 2.919 0.972  C24 1.100
33 H 2.858 2.084 1.925  C24 1.097
34 H 5.451 3.658 3.245  C26 1.093
35 H 4.250 2.554 3.935  C26 1.092
36 H 4.287 4.268 4.405  C26 1.088
37 H 2.893 2.766 -0.941  N27 1.024
38 H 1.548 3.542 -1.204  N27 1.020
39 C -2.539 -0.506 1.175  C40 1.522, H45 1.098, H46 1.090, H47 1.090
40 C -2.543 -0.350 -0.339  C39 1.522, C41 1.532, N44 1.464, H48 1.088
41 C -3.975 -0.455 -0.873  C40 1.532, O42 1.405, H49 1.101, H50 1.098
42 O -4.480 -1.711 -0.495  C41 1.405, C43 1.422
43 C -5.895 -1.774 -0.379  O42 1.422, H51 1.094, H52 1.094, H53 1.084
44 N -1.846 0.875 -0.734  C40 1.464, H54 1.017, H55 1.020
45 H -3.049 0.311 1.704  C39 1.098
46 H -1.531 -0.586 1.580  C39 1.090
47 H -3.128 -1.338 1.561  C39 1.090
48 H -2.013 -1.226 -0.707  C40 1.088
49 H -3.994 -0.381 -1.971  C41 1.101
50 H -4.646 0.351 -0.549  C41 1.098
51 H -6.340 -1.325 -1.271  C43 1.094
52 H -6.222 -1.186 0.484  C43 1.094
53 H -6.183 -2.812 -0.254  C43 1.084
54 H -2.340 1.703 -0.408  N44 1.017
55 H -1.897 0.951 -1.750  N44 1.020

Charges in e, computed with natural (NBO), in the same order as the atoms: -0.905 0.530 0.535 0.531 -0.634 -0.073 -0.074 -0.554 -0.254 -0.843 0.214 0.223 0.227 0.210 0.170 0.189 0.174 0.185 0.200 0.383 0.375 -0.639 -0.064 -0.060 -0.538 -0.250 -0.851 0.246 0.212 0.216 0.195 0.157 0.166 0.174 0.170 0.203 0.373 0.382 -0.632 -0.089 -0.068 -0.550 -0.245 -0.841 0.207 0.216 0.247 0.210 0.164 0.170 0.171 0.171 0.206 0.386 0.376